# 1
{"formula": "C3H4N2O2", "method": "wB97M-V/def2-TZVPD", "symbols": ["N", "N", "O", "O", "C", "C", "C", "H", "H", "H", "H"], "positions_angstrom": [[4.785177, 0.707126, -0.932812], [4.302835, 0.270985, -0.040306], [3.820021, -0.028947, 0.975386], [1.639094, -1.799190, -0.970029], [0.977516, -1.047103, -0.313884], [-0.383324, -0.498726, -0.024487], [0.920916, 0.253606, 0.436195], [-1.183385, -0.215612, -0.851013], [-0.834485, -1.043365, 0.815323], [1.098533, 0.947824, -0.337741], [1.251207, 0.364241, 1.529292]], "atomic_forces_ev_per_a": [[0.64, 0.10, -1.69], [0.17, 0.88, 0.34], [-0.72, -1.02, 1.37], [-0.15, 0.19, 0.58], [-0.86, 0.95, -0.21], [-1.12, -1.17, -0.47], [-0.05, -1.68, 0.67], [2.06, -0.14, 1.83], [-0.08, 0.17, -0.38], [0.91, 1.58, -0.07], [-0.81, 0.15, -1.97]], "lumo_ev": 0.8, "smiles": "N#[N+][O-].O=C1CC1", "e_homo_ev": -9.22, "homo_lumo_gap_ev": 10.05}

# 2
{"formula": "C3H4N2O2", "method": "wB97M-V/def2-TZVPD", "symbols": ["N", "C", "C", "O", "C", "O", "N", "H", "H", "H", "H"], "positions_angstrom": [[-1.911615, -0.536062, -0.285148], [-0.790347, 0.078768, 0.058855], [-0.341906, 1.124209, 0.625595], [1.794594, 1.234464, -0.507099], [1.973212, 0.053736, -0.279857], [2.807025, -0.803650, -0.325302], [0.502855, -0.527646, 0.301012], [-1.830083, -1.422098, -0.763608], [-2.705501, 0.057176, -0.460384], [0.123296, 2.087097, 0.653404], [0.386487, -1.335964, 0.988158]], "atomic_forces_ev_per_a": [[-0.67, -0.56, -0.67], [1.05, -0.91, 0.20], [0.30, 0.10, 0.92], [0.78, -0.46, -0.29], [0.52, 1.00, -0.85], [-0.35, -0.28, 0.31], [-2.21, -0.23, 1.20], [-0.15, 0.23, -0.04], [-0.13, -0.25, -0.17], [0.17, -0.27, 0.15], [0.69, 1.62, -0.77]], "lumo_ev": -0.1, "e_homo_ev": -9.16, "homo_lumo_gap_ev": 9.02}